No. 1
{
  "formula": "C6H14FO3Y",
  "method": "ωB97M-V/def2-TZVPD",
  "gap_ev": [6.4, 6.3],
  "s_squared": 0.751,
  "charge": 1,
  "lumo_energy_ev": [-4.21, -5.03],
  "multiplicity": 2,
  "molar_mass_g_mol": 242.08,
  "total_energy_ev": -16340.6663,
  "species": ["F", "C", "O", "C", "C", "O", "C", "C", "O", "C", "Y", "H", "H", "H", "H", "H", "H", "H", "H", "H", "H", "H", "H", "H", "H"],
  "coordinates": [[-1.401667, -2.448755, -2.262759], [-2.919819, 1.461773, 0.577857], [-1.693838, 0.839077, 0.219538], [-1.695890, 0.240171, -1.079684], [-0.536442, -0.723544, -1.162822], [0.866832, 0.046738, -0.356760], [1.834479, -0.835111, 0.164203], [2.580146, -0.175981, 1.303793], [1.600742, 0.474780, 2.109934], [2.069524, 0.913743, 3.375032], [0.254429, 1.760445, 0.851049], [-2.694973, 2.215518, 1.340727], [-3.379089, 1.942907, -0.298396], [-3.597709, 0.707208, 0.999250], [-1.589449, 1.029095, -1.842074], [-2.643596, -0.306439, -1.231191], [-0.085977, -0.614777, -2.160282], [-0.685061, -1.481163, -0.378057], [2.545517, -1.172698, -0.606930], [1.308455, -1.718367, 0.568746], [3.317043, 0.560484, 0.943004], [3.114889, -0.930879, 1.899409], [1.278945, 1.527732, 3.820179], [2.269333, 0.043778, 4.015362], [2.988174, 1.508291, 3.261832]],
  "forces_ev_per_a": [[0.178, 1.563, 0.876], [-0.954, 0.184, 0.186], [0.477, 0.465, 0.375], [0.087, -0.177, -1.072], [-0.921, -0.957, -0.798], [-0.470, 1.950, 0.647], [-0.123, -1.190, 0.134], [0.939, -0.486, -0.554], [-0.313, 0.325, -0.187], [0.489, 0.161, 0.939], [-0.155, -0.481, -0.397], [-0.180, -0.052, -0.030], [0.163, -0.107, 0.309], [0.146, 0.260, -0.147], [-0.288, -0.116, 0.240], [0.566, 0.003, -0.062], [0.040, -1.460, 0.878], [0.895, -0.276, -1.209], [-0.281, 0.151, 0.190], [0.234, 0.134, -0.248], [-0.189, -0.080, 0.146], [-0.174, 0.208, -0.132], [0.174, -0.142, 0.026], [-0.087, 0.260, -0.154], [-0.251, -0.139, 0.047]]
}



No. 2
{
  "formula": "C20H28CaN7O2S",
  "method": "ωB97M-V/def2-TZVPD",
  "gap_ev": 7.5,
  "charge": 1,
  "lumo_energy_ev": -2.79,
  "molar_mass_g_mol": 470.64,
  "total_energy_ev": -64991.0792,
  "species": ["Ca", "C", "C", "N", "C", "S", "N", "N", "C", "C", "C", "C", "C", "C", "C", "N", "H", "H", "H", "H", "H", "H", "H", "H", "H", "H", "H", "H", "H", "C", "C", "O", "N", "C", "C", "C", "C", "C", "C", "N", "H", "H", "H", "H", "H", "H", "H", "H", "H", "H", "C", "C", "N", "O", "H", "H", "H", "H", "H"],
  "coordinates": [[-0.189648, 0.050515, -0.710612], [4.002922, 3.857540, 0.830941], [2.658405, 4.564839, 0.931599], [1.708435, 4.102228, -0.072370], [0.954805, 2.983974, 0.088202], [-0.276713, 2.741834, -1.138714], [1.223490, 2.249795, 1.143987], [0.389532, 1.167923, 1.289316], [0.323502, 0.619316, 2.449452], [1.141396, 1.059724, 3.625177], [-0.670367, -0.457897, 2.627133], [-0.928920, -1.000004, 3.825864], [-2.012034, -1.948623, 4.046517], [-2.850304, -2.250919, 3.061622], [-2.671401, -1.666820, 1.704958], [-1.504154, -0.767431, 1.500211], [4.685030, 4.218915, 1.601321], [4.465032, 4.045568, -0.140792], [3.871968, 2.783402, 0.963670], [2.786896, 5.636940, 0.787419], [2.230821, 4.409310, 1.922967], [1.348640, 4.761832, -0.740154], [1.926956, 1.727527, 3.289026], [1.586195, 0.202323, 4.130893], [0.519527, 1.594530, 4.346524], [-0.354025, -0.682642, 4.683628], [-2.138758, -2.370510, 5.034249], [-3.682699, -2.930005, 3.200135], [-3.594810, -1.188422, 1.374209], [-1.661468, -4.011989, 1.074385], [-2.100036, -2.637518, 0.637401], [-0.862033, -1.749224, 0.592426], [-2.823262, -2.699025, -0.554319], [-3.292278, -1.501707, -1.244440], [-2.666607, -1.341983, -2.610316], [-3.394327, -1.612278, -3.757521], [-2.776232, -1.499014, -4.994980], [-1.445754, -1.122694, -5.046308], [-0.790073, -0.865787, -3.854720], [-1.380376, -0.969503, -2.661326], [-1.086037, -3.949929, 1.994230], [-1.030050, -4.449470, 0.299225], [-2.524978, -4.656854, 1.232670], [-2.589129, -3.473802, -1.155519], [-3.066970, -0.621852, -0.635979], [-4.377444, -1.530598, -1.356472], [-4.433028, -1.904465, -3.680142], [-3.328100, -1.703075, -5.902803], [-0.921611, -1.022156, -5.985749], [0.250779, -0.561148, -3.847769], [4.256360, -0.012785, -1.252518], [2.927609, 0.553283, -1.645143], [2.882098, 1.797626, -2.108314], [1.885023, -0.121889, -1.533642], [5.087200, 0.502427, -1.729621], [4.283905, -1.072869, -1.490210], [4.353045, 0.097614, -0.170411], [3.702750, 2.378014, -2.096548], [1.971302, 2.247884, -2.171945]],
  "forces_ev_per_a": [[-0.218, 0.070, -0.268], [-0.011, 0.021, -0.013], [0.050, -0.032, -0.011], [0.027, -0.073, 0.060], [-0.184, 0.127, 0.125], [0.068, 0.055, -0.079], [0.029, -0.052, -0.021], [0.042, -0.002, 0.153], [0.092, 0.070, -0.022], [-0.020, 0.002, -0.007], [-0.027, -0.030, 0.083], [-0.009, 0.013, -0.023], [-0.033, -0.019, -0.014], [0.047, 0.001, 0.047], [0.034, -0.003, -0.111], [-0.023, -0.038, 0.016], [-0.007, -0.005, -0.004], [0.006, -0.003, 0.013], [0.003, -0.001, -0.001], [-0.017, 0.009, -0.021], [-0.018, 0.000, 0.004], [0.017, -0.011, -0.034], [0.002, 0.005, 0.000], [-0.016, 0.000, 0.001], [0.002, -0.013, 0.002], [0.011, 0.005, -0.016], [0.001, 0.007, -0.009], [0.012, 0.006, 0.000], [-0.005, 0.011, 0.009], [0.012, 0.020, 0.009], [-0.116, -0.019, -0.059], [0.068, -0.113, 0.249], [0.061, 0.088, 0.020], [0.006, -0.033, 0.012], [-0.022, -0.069, -0.086], [-0.003, -0.010, -0.006], [0.014, 0.003, 0.018], [-0.009, -0.013, -0.013], [0.005, 0.007, 0.044], [-0.039, 0.086, 0.029], [0.004, -0.013, -0.004], [-0.004, -0.004, 0.001], [0.001, 0.005, 0.003], [0.013, 0.008, -0.014], [0.016, 0.001, -0.002], [-0.014, 0.002, 0.000], [0.006, 0.002, 0.002], [0.003, 0.003, 0.001], [-0.003, -0.002, 0.004], [-0.005, 0.011, 0.001], [-0.001, -0.010, 0.015], [-0.045, 0.120, -0.131], [0.031, -0.031, 0.091], [0.179, -0.145, 0.047], [-0.007, 0.003, -0.003], [0.005, 0.001, -0.001], [0.011, -0.022, 0.001], [0.019, -0.012, -0.005], [-0.043, 0.018, -0.083]]
}



No. 3
{
  "formula": "F12H2N6NaO25S12",
  "method": "ωB97M-V/def2-TZVPD",
  "gap_ev": 6.1,
  "charge": -5,
  "lumo_energy_ev": 8.34,
  "e_above_lowest_kcal_mol": 99.8,
  "molar_mass_g_mol": 1121.80,
  "total_energy_ev": -227194.7469,
  "species": ["Na", "N", "S", "O", "O", "F", "S", "O", "O", "F", "N", "S", "O", "O", "F", "S", "O", "O", "F", "N", "S", "O", "O", "F", "S", "O", "O", "F", "N", "S", "O", "O", "F", "S", "O", "O", "F", "N", "S", "O", "O", "F", "S", "O", "O", "F", "N", "S", "O", "O", "F", "S", "O", "O", "F", "O", "H", "H"],
  "coordinates": [[-3.205650, 7.809840, -4.712610], [-6.401300, 8.684720, -8.624460], [-5.375040, 9.614760, -7.991580], [-4.751750, 9.294410, -6.738600], [-5.335970, 11.023270, -8.360410], [-4.342340, 9.044340, -9.050330], [-7.672650, 9.696410, -8.225320], [-8.124780, 10.631200, -9.279410], [-7.733620, 10.091340, -6.820330], [-8.749450, 8.487140, -8.412800], [-3.051420, 10.193210, -3.890400], [-1.528300, 10.984390, -3.572970], [-1.327830, 11.258550, -2.163610], [-0.863630, 11.883790, -4.563390], [-0.620280, 9.625380, -3.710580], [-3.742800, 11.404770, -4.419800], [-3.640800, 11.731530, -5.864810], [-3.908500, 12.517530, -3.504980], [-5.269430, 10.849400, -4.253260], [0.548970, 8.784990, -8.187510], [-0.988910, 9.277190, -7.640560], [-1.373520, 10.654230, -7.912780], [-1.479170, 8.693740, -6.414250], [-1.924870, 8.530650, -8.744880], [1.295670, 9.577670, -7.155090], [1.359750, 9.105770, -5.776430], [1.343510, 10.986870, -7.485740], [2.720460, 9.108160, -7.656740], [-7.822620, 8.601870, -3.811740], [-8.905560, 7.545080, -4.514310], [-9.939840, 7.019750, -3.634750], [-8.366880, 6.668790, -5.532660], [-9.627620, 8.638520, -5.481790], [-6.769580, 7.552760, -3.542210], [-5.601290, 7.473620, -4.442370], [-7.155200, 6.326200, -2.850080], [-6.124620, 8.403980, -2.362450], [-4.402770, 3.836370, -1.514730], [-3.726410, 5.392710, -1.434210], [-3.663650, 6.243340, -2.595000], [-2.626350, 5.471000, -0.489070], [-4.920290, 6.058020, -0.563960], [-3.322450, 3.365650, -2.410150], [-1.956390, 3.330970, -1.890050], [-3.424450, 3.374050, -3.834100], [-3.835500, 1.819890, -2.193500], [-5.513630, 5.015060, -7.221830], [-5.735970, 4.006920, -6.153210], [-5.794000, 4.580800, -4.835240], [-5.178900, 2.691560, -6.215900], [-7.335820, 3.760440, -6.276890], [-3.813850, 5.031210, -6.958660], [-3.159980, 3.896580, -7.571160], [-3.260030, 5.623380, -5.752090], [-3.493820, 6.162330, -8.074350], [-1.000360, 6.897350, -3.950050], [-0.410440, 7.625630, -4.144570], [-0.454480, 6.264310, -3.483670]],
  "forces_ev_per_a": [[-0.357, -0.344, -0.180], [-5.401, 1.837, 0.981], [8.233, 1.601, 0.107], [-1.228, -0.327, -0.414], [-1.402, -0.753, 0.462], [1.847, -0.109, -0.494], [-3.076, -1.342, -0.883], [0.821, -1.368, 1.825], [-0.056, -0.255, -2.433], [-0.105, 0.789, 0.298], [5.653, -0.818, 1.639], [3.452, -1.485, -0.219], [-0.735, 0.283, -1.205], [-2.508, -2.107, 2.405], [-0.901, 0.977, -0.076], [-7.887, 4.724, -5.274], [0.437, -0.682, 3.759], [1.611, 0.303, 0.025], [1.040, -0.385, -0.542], [-5.183, -1.017, -0.188], [-5.428, 0.153, -2.308], [1.634, -1.780, 0.466], [1.424, 0.183, -0.729], [1.948, -0.037, 0.626], [5.124, 2.388, 2.714], [-0.609, 0.967, -1.397], [0.129, -0.463, 1.269], [1.671, -0.468, -0.496], [-4.546, -0.938, -2.285], [-1.547, 0.628, -2.373], [0.756, 1.078, -0.761], [-0.378, 0.564, 1.459], [-0.366, -0.309, 1.253], [8.264, -2.698, 2.258], [-2.740, 0.213, 1.088], [-0.258, 1.382, -1.152], [0.481, 0.293, 0.852], [-1.133, 5.851, 1.992], [-1.424, 3.676, 3.093], [-0.070, -1.679, 0.795], [-0.924, -0.138, -0.705], [0.320, -0.630, -0.489], [4.137, -7.936, -4.904], [-0.984, 0.258, -0.213], [0.158, 1.258, 0.504], [0.414, -1.024, 0.427], [4.286, 1.884, -2.479], [-5.237, -2.594, 7.856], [0.893, -0.319, -0.371], [0.056, -0.647, -1.046], [-0.068, -0.411, -1.553], [2.002, 2.575, -2.808], [-0.314, 0.527, 0.861], [-1.234, -1.011, -1.591], [-0.594, -0.376, 0.723], [-0.036, -0.028, -0.026], [0.170, 0.391, -0.286], [-0.229, -0.306, 0.140]]
}